No. 1
Computed, not measured: C19H36N3O5P2Tc as an isolated structure at a distorted geometry, with ωB97M-V/def2-TZVPD.

Each line ends with the Mulliken charge.
Element x y z (Å)
C: 1.084 -1.822 -4.544  -0.875
C: 1.075 -1.573 -3.181  0.694
N: -0.091 -1.454 -2.510  0.423
C: -1.247 -1.782 -3.131  0.613
C: -1.271 -2.128 -4.480  -0.878
C: -0.087 -2.142 -5.201  -0.542
C: 2.407 -1.627 -2.483  -1.460
P: 2.239 -1.091 -0.731  1.213
Tc: -0.031 -0.799 -0.336  -0.823
P: -2.273 -0.827 -0.771  1.600
C: -2.527 -1.720 -2.338  -1.226
O: 3.765 3.330 -4.934  -0.617
O: -1.292 2.151 -3.070  -0.591
H: 2.057 -1.813 -5.021  0.448
H: -2.230 -2.321 -4.952  0.499
H: -0.064 -2.409 -6.259  0.425
C: 3.356 -2.351 0.012  -1.594
C: 3.094 0.485 -0.450  -1.098
H: -3.284 -1.184 -2.917  0.533
H: -2.951 -2.710 -2.120  0.538
H: 3.232 -1.291 -3.113  0.621
H: 2.706 -2.691 -2.363  0.426
C: -3.400 -1.592 0.457  -1.434
C: -3.052 0.778 -1.145  -1.199
H: -1.570 2.611 -3.899  0.263
H: -0.728 2.802 -2.611  0.295
H: 2.848 3.302 -4.620  0.304
H: 4.054 2.389 -4.988  0.314
H: -0.073 -2.367 -0.248  0.194
H: -1.328 0.146 0.449  -0.431
H: 4.374 -2.293 -0.399  0.442
H: 3.414 -2.283 1.102  0.378
H: 2.953 -3.338 -0.238  0.449
H: 4.187 0.372 -0.413  0.447
H: 2.822 1.179 -1.252  0.319
H: 2.760 0.937 0.495  0.113
H: -4.107 0.612 -1.391  0.462
H: -2.982 1.421 -0.260  0.256
H: -2.518 1.281 -1.969  0.366
H: -4.381 -1.787 0.000  0.466
H: -2.957 -2.527 0.826  0.389
H: -3.520 -0.915 1.317  0.331
C: -2.500 1.936 3.278  -1.141
C: -1.089 2.286 3.700  -1.090
C: -0.051 1.134 3.596  2.086
C: 1.332 1.593 4.148  -0.878
C: 1.810 2.909 3.575  -1.339
C: -0.526 -0.059 4.452  -0.313
O: -1.046 0.108 5.547  -0.596
N: -0.302 -1.334 3.959  -0.002
C: -0.228 -1.687 2.600  -0.428
O: -0.427 -2.834 2.223  -0.603
N: 0.106 -0.618 1.778  1.041
C: 0.116 0.692 2.146  -0.231
O: 0.276 1.506 1.198  -0.660
H: -2.567 1.677 2.217  0.047
H: -3.130 2.815 3.440  0.517
H: -2.920 1.128 3.884  0.299
H: -0.718 3.141 3.119  0.465
H: -1.091 2.575 4.759  0.444
H: 1.244 1.662 5.241  0.509
H: 2.054 0.789 3.946  0.419
H: 1.370 3.755 4.108  0.350
H: 2.893 2.975 3.676  0.374
H: 1.545 2.979 2.518  0.341
H: -0.617 -2.084 4.573  0.334

Cartesian forces (eV/Å) of the 3 atoms listed first:
C 0.2 -0.2 0.2
C 0.1 -0.3 -0.8
N 0.4 0.1 0.8

Spin multiplicity   4
M   546.46 g/mol
Highest occupied orbital energy (spin up / spin down)   -8.88 / -12.05 eV
<S²>   3.76
Net charge   +1

No. 2
Computed, not measured: a 4-piece molecular cluster, C19H36NO14S3 overall at a distorted geometry, with ωB97M-V/def2-TZVPD.

Each line ends with the Mulliken charge.
Element x y z (Å)
C: 4.229 -1.080 -6.436  -1.186
C: 5.196 -0.113 -5.586  0.627
N: 4.756 1.116 -5.368  -0.686
C: 6.598 -0.535 -4.959  -0.571
C: 6.366 -1.799 -3.997  0.205
C: 7.846 -2.364 -3.684  0.131
C: 7.878 -3.981 -3.702  -0.715
C: 7.419 -4.649 -2.316  0.018
O: 8.197 -4.732 -1.335  -0.498
C: 8.285 -1.599 -2.343  0.204
O: 9.403 -1.244 -1.928  -0.654
O: 7.070 -1.344 -1.657  -0.327
C: 5.902 -1.584 -2.481  0.294
C: 4.671 -0.623 -2.145  0.147
O: 4.711 -0.017 -1.010  -0.690
O: 3.569 -0.435 -2.939  -0.745
H: 4.398 -2.175 -6.169  0.265
H: 4.289 -0.898 -7.565  0.311
H: 3.161 -0.832 -6.077  0.303
H: 3.836 1.213 -5.846  0.266
H: 7.087 0.362 -4.456  0.234
H: 7.274 -0.826 -5.849  0.386
H: 5.702 -2.556 -4.525  0.326
H: 8.682 -2.106 -4.418  0.489
H: 7.103 -4.309 -4.490  0.261
H: 8.886 -4.424 -3.992  0.363
H: 6.356 -5.098 -2.225  0.316
H: 5.545 -2.626 -2.163  -0.064
O: -0.714 1.230 2.289  -0.590
S: 0.446 2.064 2.101  1.131
O: 0.431 3.201 1.220  -0.617
O: 1.709 1.132 1.732  -0.282
C: 1.598 0.233 0.621  -0.332
C: 1.739 0.955 -0.703  -0.904
C: 1.025 2.595 3.689  -1.000
H: 0.658 -0.325 0.670  0.284
H: 2.409 -0.492 0.720  0.270
H: 0.891 1.624 -0.880  0.436
H: 1.783 0.242 -1.528  0.288
H: 2.642 1.567 -0.714  0.218
H: 1.084 1.732 4.350  0.305
H: 0.311 3.320 4.080  0.369
H: 2.002 3.063 3.569  0.352
O: -5.693 -1.894 5.292  -0.651
S: -4.741 -2.135 4.237  1.192
O: -3.413 -2.616 4.507  -0.599
O: -4.641 -0.817 3.309  -0.213
C: -4.342 0.435 3.930  -0.102
C: -2.867 0.552 4.267  -1.165
C: -5.487 -3.195 3.031  -0.928
H: -4.965 0.586 4.817  0.322
H: -4.607 1.215 3.215  0.129
H: -2.585 -0.155 5.052  0.367
H: -2.630 1.558 4.620  0.385
H: -2.253 0.327 3.396  0.393
H: -6.476 -2.811 2.785  0.299
H: -5.568 -4.191 3.466  0.370
H: -4.850 -3.226 2.147  0.306
O: -6.441 2.451 2.318  -0.518
S: -7.435 3.215 1.609  1.083
O: -7.674 4.604 1.896  -0.608
O: -8.843 2.421 1.664  -0.295
C: -9.362 2.044 2.939  -0.229
C: -9.989 3.223 3.659  -1.018
C: -7.151 3.041 -0.130  -0.967
H: -8.585 1.575 3.550  0.253
H: -10.128 1.286 2.757  0.277
H: -9.233 3.960 3.940  0.296
H: -10.494 2.895 4.570  0.390
H: -10.710 3.731 3.014  0.262
H: -7.016 1.986 -0.362  0.315
H: -6.248 3.599 -0.378  0.376
H: -8.003 3.454 -0.669  0.341

Cartesian forces (eV/Å) of the 3 atoms listed first:
C 0.0 0.0 1.0
C -1.3 2.6 0.2
N 1.1 -2.9 -1.1

M   598.69 g/mol
Highest occupied orbital energy   -4.81 eV
Net charge   -1